Entry 1:
{
  "formula": "C3H12O3",
  "method": "the ωB97M-V functional and the def2-TZVPD basis",
  "smiles": "CCCO.O.O",
  "lumo_ev": 0.703,
  "e_above_lowest_kj_mol": 89.8,
  "multiplicity": 1,
  "orbital_gap_ev": 11.3,
  "species": ["O", "O", "O", "C", "C", "C", "H", "H", "H", "H", "H", "H", "H", "H", "H", "H", "H", "H"],
  "xyz": [[0.36, -3.26, 1.18], [-0.59, 2.37, 0.58], [-2.99, -0.03, -1.53], [0.40, 0.25, -0.40], [-0.36, 0.93, 0.72], [1.91, 0.22, -0.22], [2.39, -0.40, -0.98], [-0.15, -0.64, -0.70], [0.13, 0.93, -1.22], [-1.40, 0.59, 0.86], [0.45, -3.87, 0.45], [-2.25, 0.08, -2.14], [0.62, -2.37, 0.93], [-3.12, 0.62, -0.86], [2.40, 1.18, -0.32], [-0.07, 2.84, 1.23], [2.20, -0.34, 0.67], [0.06, 0.89, 1.73]]
}

Entry 2:
{
  "formula": "C3H12O4",
  "method": "the ωB97M-V functional and the def2-TZVPD basis",
  "smiles": "CCC=O.O.O.O",
  "lumo_ev": 0.711,
  "e_above_lowest_kj_mol": 0.0,
  "multiplicity": 1,
  "orbital_gap_ev": 10.7,
  "species": ["O", "O", "O", "O", "C", "C", "C", "H", "H", "H", "H", "H", "H", "H", "H", "H", "H", "H", "H"],
  "xyz": [[-2.12, 0.02, -1.55], [-1.53, 0.03, 1.24], [2.57, 1.44, 0.29], [0.13, 1.69, -1.15], [1.17, -1.69, -0.15], [0.03, -1.74, 0.87], [-0.40, -0.37, 1.32], [1.77, 1.51, -0.26], [-2.16, -0.19, -0.60], [-0.59, 1.09, -1.36], [0.90, -1.07, -1.00], [1.41, -2.68, -0.51], [-2.81, -0.50, -1.98], [0.35, -2.27, 1.77], [3.23, 1.99, -0.15], [-0.86, -2.25, 0.51], [-0.23, 2.58, -1.28], [0.36, 0.31, 1.74], [2.07, -1.27, 0.29]]
}

Entry 3:
{
  "formula": "C3H12O4",
  "method": "the ωB97M-V functional and the def2-TZVPD basis",
  "smiles": "OCCCO.O.O",
  "lumo_ev": 0.732,
  "e_above_lowest_kj_mol": 129.8,
  "multiplicity": 1,
  "orbital_gap_ev": 11.0,
  "species": ["O", "O", "O", "O", "C", "C", "C", "H", "H", "H", "H", "H", "H", "H", "H", "H", "H", "H", "H"],
  "xyz": [[1.86, 0.18, -0.74], [4.85, 1.47, -1.74], [-2.69, -1.67, -0.33], [-3.05, 1.27, 3.46], [-0.37, -0.77, -0.61], [-1.62, -0.97, 0.28], [0.68, 0.13, 0.05], [-2.34, -1.94, -1.19], [0.97, -0.32, 1.04], [2.20, -0.71, -0.92], [-1.28, -1.52, 1.16], [-0.61, -0.35, -1.60], [0.30, 1.14, 0.12], [5.05, 2.40, -1.88], [-3.20, 1.61, 2.57], [-1.90, 0.05, 0.56], [-3.66, 0.53, 3.52], [4.73, 1.13, -2.64], [0.09, -1.66, -1.10]]
}

Entry 4:
{
  "formula": "C3H12O4",
  "method": "the ωB97M-V functional and the def2-TZVPD basis",
  "smiles": "CCC=O.O.O.O",
  "lumo_ev": 0.286,
  "e_above_lowest_kj_mol": 243.1,
  "multiplicity": 1,
  "orbital_gap_ev": 9.9,
  "species": ["O", "O", "O", "O", "C", "C", "C", "H", "H", "H", "H", "H", "H", "H", "H", "H", "H", "H", "H"],
  "xyz": [[-0.96, -0.10, -1.97], [-0.69, -1.17, 1.41], [-3.11, 2.23, -1.01], [1.52, -2.20, -2.50], [-0.01, -0.13, 1.46], [1.92, 1.29, 1.91], [1.37, -0.12, 2.05], [2.38, 1.52, 1.01], [-0.55, 0.76, 0.85], [-2.44, 1.87, -1.71], [2.01, -0.82, 1.48], [-1.65, -0.64, -2.01], [2.69, 1.57, 2.76], [-2.81, 3.21, -0.59], [2.30, -2.54, -2.92], [2.09, -2.22, -1.64], [0.99, 2.00, 2.08], [-0.25, -0.60, -2.31], [1.44, -0.45, 3.09]]
}

Entry 5:
{
  "formula": "C3H12O4",
  "method": "the ωB97M-V functional and the def2-TZVPD basis",
  "lumo_ev": [-4.492, -7.881],
  "e_above_lowest_kj_mol": 71.2,
  "multiplicity": 2,
  "total_charge": 1,
  "orbital_gap_ev": [9.4, 6.0],
  "species": ["O", "O", "O", "O", "C", "C", "C", "H", "H", "H", "H", "H", "H", "H", "H", "H", "H", "H", "H"],
  "xyz": [[-1.09, 1.72, -1.54], [2.92, 0.87, 0.87], [0.52, 2.41, 2.30], [0.43, -0.36, 0.03], [-1.99, -2.88, -0.89], [-1.36, -1.63, -0.46], [-0.01, -1.42, -0.66], [-2.55, -3.41, -0.10], [3.80, 0.55, 1.11], [-0.61, 2.14, -2.27], [1.35, 1.96, 2.12], [-2.82, -2.70, -1.59], [2.45, 0.03, 0.83], [0.00, 0.52, -0.02], [-1.96, -0.78, -0.12], [0.77, -1.90, -1.24], [-1.83, 2.31, -1.31], [-1.24, -3.62, -1.20], [0.50, 3.08, 2.96]]
}

Entry 6:
{
  "formula": "C3H13BClCrN3O10",
  "method": "the ωB97M-V functional and the def2-TZVPD basis",
  "lumo_ev": [-1.648, -1.713],
  "multiplicity": 5,
  "orbital_gap_ev": [7.8, 7.9],
  "species": ["Cr", "Cl", "O", "O", "O", "O", "O", "O", "O", "O", "O", "O", "N", "N", "N", "C", "C", "C", "B", "H", "H", "H", "H", "H", "H", "H", "H", "H", "H", "H", "H", "H"],
  "xyz": [[8.85, -27.39, -22.46], [7.15, -28.67, -24.67], [10.56, -28.42, -23.54], [5.74, -28.49, -24.80], [7.44, -29.29, -23.39], [7.93, -27.49, -24.64], [10.01, -25.23, -23.41], [7.73, -29.46, -25.66], [11.59, -24.35, -22.29], [10.55, -26.94, -21.11], [10.99, -26.30, -19.14], [12.57, -28.22, -24.35], [11.36, -26.61, -20.22], [11.05, -24.58, -23.32], [11.57, -28.88, -24.14], [11.52, -30.24, -24.75], [11.51, -23.91, -24.56], [12.81, -26.65, -20.64], [7.37, -26.02, -21.23], [7.08, -25.83, -20.21], [12.00, -30.98, -24.10], [10.47, -30.50, -24.85], [7.21, -27.05, -21.51], [13.48, -26.88, -19.81], [11.96, -22.92, -24.45], [8.38, -25.69, -21.45], [12.28, -24.56, -24.96], [10.71, -23.79, -25.28], [11.99, -30.22, -25.73], [13.08, -25.77, -21.22], [12.77, -27.52, -21.29], [6.73, -25.44, -21.88]]
}

| no. | E_tot (eV) | M (Da) | largest force on an atom (hartree/bohr) |
| --- | --- | --- | --- |
| 1 | -9447.096 | 96.13 | 0.0534 |
| 2 | -11495.762 | 112.12 | 0.0174 |
| 3 | -11494.417 | 112.12 | 0.0419 |
| 4 | -11493.243 | 112.12 | 0.1057 |
| 5 | -11486.144 | 112.12 | 0.0759 |
| 6 | -69868.102 | 349.41 | 0.0968 |